Entry 1:
{
  "formula": "C56H84O42",
  "method": "wB97M-V/def2-TZVPD",
  "spin_multiplicity": 1,
  "relative_energy_kj_mol": 162.9,
  "symbols": ["C", "C", "C", "O", "C", "O", "O", "H", "H", "H", "H", "H", "H", "C", "C", "C", "O", "C", "O", "O", "H", "H", "H", "H", "H", "H", "C", "C", "C", "O", "C", "O", "O", "H", "H", "H", "H", "H", "H", "C", "C", "C", "O", "C", "O", "O", "H", "H", "H", "H", "H", "H", "C", "C", "C", "O", "C", "O", "O", "H", "H", "H", "H", "H", "H", "C", "C", "C", "O", "C", "O", "O", "H", "H", "H", "H", "H", "H", "C", "C", "C", "O", "C", "O", "O", "H", "H", "H", "H", "H", "H", "C", "C", "C", "O", "C", "O", "O", "H", "H", "H", "H", "H", "H", "C", "C", "C", "O", "C", "O", "O", "H", "H", "H", "H", "H", "H", "C", "C", "C", "O", "C", "O", "O", "H", "H", "H", "H", "H", "H", "C", "C", "C", "O", "C", "O", "O", "H", "H", "H", "H", "H", "H", "C", "C", "C", "O", "C", "O", "O", "H", "H", "H", "H", "H", "H", "C", "C", "C", "O", "C", "O", "O", "H", "H", "H", "H", "H", "H", "C", "C", "C", "O", "C", "O", "O", "H", "H", "H", "H", "H", "H"],
  "coordinates": [[-4.95, 3.61, 3.61], [-3.58, 4.01, 3.28], [-2.50, 2.92, 3.12], [-1.98, 3.21, 1.79], [-2.58, 4.27, 1.21], [-2.43, 4.69, 0.10], [-3.62, 4.64, 1.97], [-5.79, 4.35, 3.56], [-5.01, 3.30, 4.66], [-5.21, 2.79, 2.96], [-3.18, 4.75, 3.92], [-2.76, 1.88, 3.12], [-1.66, 3.18, 3.76], [-3.65, -0.11, 0.02], [-4.86, -0.99, -0.30], [-4.65, -2.00, -1.46], [-4.95, -3.30, -0.83], [-5.15, -3.11, 0.47], [-5.34, -4.02, 1.24], [-5.21, -1.85, 0.81], [-2.86, -0.78, 0.26], [-3.93, 0.57, 0.84], [-3.39, 0.39, -0.92], [-5.74, -0.38, -0.46], [-3.65, -2.03, -1.90], [-5.35, -1.88, -2.26], [4.88, -4.96, 2.84], [3.87, -3.99, 3.42], [2.62, -3.64, 2.56], [1.52, -4.12, 3.27], [1.90, -4.53, 4.48], [1.08, -4.89, 5.31], [3.23, -4.69, 4.59], [5.62, -5.21, 3.59], [5.45, -4.46, 2.06], [4.50, -5.89, 2.48], [4.31, -3.05, 3.80], [2.68, -4.24, 1.62], [2.61, -2.56, 2.38], [-2.77, -5.82, -1.21], [-3.67, -6.39, -0.22], [-5.17, -6.63, -0.64], [-5.19, -8.06, -0.75], [-4.09, -8.63, -0.24], [-3.86, -9.79, -0.17], [-3.18, -7.69, 0.09], [-2.65, -6.54, -2.01], [-1.79, -5.63, -0.75], [-3.15, -4.90, -1.62], [-3.67, -5.83, 0.67], [-5.54, -6.13, -1.53], [-5.89, -6.37, 0.14], [-0.96, 4.77, -3.54], [0.48, 4.94, -3.08], [1.28, 6.02, -3.81], [1.97, 6.78, -2.80], [1.51, 6.37, -1.60], [1.96, 6.80, -0.59], [0.57, 5.42, -1.72], [-0.89, 4.40, -4.59], [-1.47, 5.73, -3.46], [-1.49, 4.03, -2.92], [0.95, 3.99, -3.15], [0.58, 6.73, -4.21], [2.03, 5.72, -4.59], [1.75, 3.62, 0.95], [1.85, 4.90, 1.78], [0.60, 5.76, 1.72], [-0.17, 5.43, 2.83], [0.69, 4.82, 3.73], [0.35, 4.62, 4.84], [1.85, 4.50, 3.20], [0.79, 3.13, 1.01], [2.47, 2.88, 1.24], [1.85, 3.93, -0.09], [2.80, 5.45, 1.65], [-0.02, 5.62, 0.82], [0.75, 6.84, 1.74], [-6.47, 4.99, -0.61], [-5.96, 4.52, -1.92], [-4.96, 5.38, -2.66], [-4.10, 4.42, -3.37], [-4.23, 3.26, -2.74], [-3.51, 2.33, -3.01], [-5.13, 3.28, -1.83], [-7.02, 4.17, -0.10], [-7.18, 5.83, -0.72], [-5.75, 5.39, 0.07], [-6.76, 4.21, -2.56], [-4.42, 5.94, -1.92], [-5.43, 6.07, -3.36], [4.71, -0.96, 1.58], [5.90, -0.53, 0.72], [7.06, 0.08, 1.42], [8.19, -0.38, 0.61], [7.71, -1.49, -0.09], [8.43, -2.12, -0.77], [6.43, -1.70, 0.15], [5.03, -1.62, 2.38], [4.04, -1.51, 0.95], [4.15, -0.11, 1.99], [5.57, 0.10, -0.12], [7.18, -0.23, 2.48], [7.04, 1.17, 1.45], [2.44, 2.43, 6.48], [1.63, 1.54, 5.62], [1.87, 1.58, 4.13], [2.36, 0.29, 3.82], [2.39, -0.49, 4.92], [2.81, -1.61, 4.94], [1.92, 0.11, 5.99], [2.39, 3.43, 6.14], [3.46, 2.02, 6.54], [1.99, 2.52, 7.46], [0.54, 1.68, 5.80], [2.66, 2.24, 3.76], [0.93, 1.76, 3.59], [-1.88, -3.76, 3.43], [-2.14, -2.38, 4.01], [-1.14, -1.80, 5.01], [-0.62, -0.61, 4.41], [-1.20, -0.46, 3.25], [-0.93, 0.51, 2.55], [-2.11, -1.32, 2.94], [-0.82, -3.78, 3.11], [-2.49, -4.00, 2.54], [-2.01, -4.52, 4.24], [-3.14, -2.33, 4.49], [-0.22, -2.38, 5.20], [-1.54, -1.50, 5.96], [5.94, -0.53, -5.29], [4.79, -0.49, -4.35], [5.16, -0.08, -2.90], [4.15, 0.97, -2.60], [3.37, 1.16, -3.73], [2.54, 2.06, -3.79], [3.81, 0.45, -4.75], [6.28, 0.51, -5.50], [5.54, -0.83, -6.27], [6.71, -1.16, -4.88], [4.28, -1.43, -4.29], [6.13, 0.41, -2.85], [4.98, -0.90, -2.26], [0.46, -5.57, -2.95], [0.71, -4.43, -2.03], [1.75, -4.70, -0.91], [2.46, -3.42, -0.81], [2.19, -2.75, -1.96], [2.69, -1.67, -2.19], [1.38, -3.40, -2.75], [0.07, -6.45, -2.47], [1.40, -5.84, -3.42], [-0.33, -5.31, -3.62], [-0.24, -4.08, -1.61], [2.46, -5.46, -1.21], [1.34, -4.90, 0.06], [-0.33, 1.73, -1.31], [0.51, 0.50, -1.17], [1.40, 0.08, 0.05], [1.01, -1.26, 0.38], [-0.13, -1.53, -0.25], [-0.74, -2.56, -0.04], [-0.52, -0.55, -1.09], [-1.09, 1.61, -2.11], [0.33, 2.58, -1.58], [-1.02, 1.98, -0.45], [0.98, 0.16, -2.04], [1.35, 0.77, 0.93], [2.43, 0.01, -0.24], [0.27, 0.07, -6.48], [-0.71, 0.34, -5.35], [-2.19, 0.30, -5.71], [-2.61, -0.96, -5.19], [-1.68, -1.39, -4.31], [-1.84, -2.37, -3.60], [-0.62, -0.60, -4.30], [-0.07, 0.75, -7.25], [0.08, -0.92, -6.89], [1.32, 0.13, -6.22], [-0.50, 1.34, -4.87], [-2.30, 0.27, -6.84], [-2.78, 1.08, -5.20]],
  "mulliken_charge": [-1.55, 0.51, -0.28, 0.93, -0.31, -0.50, -0.43, 0.32, 0.37, 0.33, 0.43, 0.25, -0.20, 0.33, 0.27, -0.13, -0.32, 0.66, -0.61, -0.39, -0.55, 0.04, 0.01, 0.42, -0.15, 0.37, -1.69, 0.98, 1.31, -0.14, 0.45, -0.62, -0.46, 0.40, 0.33, 0.42, 0.14, -0.39, -0.79, -0.66, 0.96, -0.31, -0.41, 0.55, -0.55, -0.44, 0.38, -0.05, 0.20, -0.24, 0.26, 0.29, -1.00, 1.26, -0.38, -0.41, 0.44, -0.55, 0.07, 0.36, 0.57, -0.32, -0.47, 0.28, 0.28, -0.20, 0.14, -0.07, -0.36, 0.53, -0.56, -0.30, -0.45, 0.39, 0.19, 0.41, 0.01, 0.20, -1.42, 0.44, -0.47, -0.32, 0.52, -0.34, -0.26, 0.34, 0.40, 0.23, 0.33, 0.27, 0.34, -0.37, 0.79, -0.39, -0.39, 0.54, -0.55, -0.26, 0.50, -0.59, 0.11, -0.01, 0.28, 0.35, -1.63, 0.57, 0.93, 0.07, 0.19, -0.52, -0.41, 0.34, 0.37, 0.38, 0.22, 0.50, -0.98, -0.21, 0.33, -0.50, -0.22, 0.55, -0.07, -0.48, -0.17, -0.21, 0.49, 0.29, 0.11, 0.32, -1.61, 0.66, -0.31, -0.24, 0.50, -0.56, -0.34, 0.37, 0.39, 0.40, 0.03, 0.45, 0.13, -2.03, 1.79, -0.47, -0.05, 0.03, -0.37, -0.34, 0.44, 0.45, 0.44, -0.61, 0.34, 0.31, 1.26, 0.23, 1.66, 1.29, -0.42, -0.82, 0.04, -0.07, -0.65, -1.08, 0.43, -1.53, -0.33, -1.57, 1.15, -0.08, -0.39, 0.14, -0.56, 0.34, 0.47, 0.38, 0.16, -0.38, 0.33, 0.01]
}

Entry 2:
{
  "formula": "C56H98N14",
  "method": "wB97M-V/def2-TZVPD",
  "spin_multiplicity": 1,
  "relative_energy_kj_mol": 504.0,
  "symbols": ["C", "C", "C", "C", "N", "H", "H", "H", "H", "H", "H", "H", "C", "C", "C", "C", "N", "H", "H", "H", "H", "H", "H", "H", "C", "C", "C", "C", "N", "H", "H", "H", "H", "H", "H", "H", "C", "C", "C", "C", "N", "H", "H", "H", "H", "H", "H", "H", "C", "C", "C", "C", "N", "H", "H", "H", "H", "H", "H", "H", "C", "C", "C", "C", "N", "H", "H", "H", "H", "H", "H", "H", "C", "C", "C", "C", "N", "H", "H", "H", "H", "H", "H", "H", "C", "C", "C", "C", "N", "H", "H", "H", "H", "H", "H", "H", "C", "C", "C", "C", "N", "H", "H", "H", "H", "H", "H", "H", "C", "C", "C", "C", "N", "H", "H", "H", "H", "H", "H", "H", "C", "C", "C", "C", "N", "H", "H", "H", "H", "H", "H", "H", "C", "C", "C", "C", "N", "H", "H", "H", "H", "H", "H", "H", "C", "C", "C", "C", "N", "H", "H", "H", "H", "H", "H", "H", "C", "C", "C", "C", "N", "H", "H", "H", "H", "H", "H", "H"],
  "coordinates": [[-3.93, 4.02, 7.81], [-2.86, 4.18, 6.71], [-3.02, 2.99, 5.71], [-4.39, 2.80, 5.14], [-5.48, 2.67, 4.82], [-3.60, 4.64, 8.64], [-4.00, 3.01, 8.21], [-4.94, 4.30, 7.52], [-1.85, 4.16, 7.11], [-3.08, 5.10, 6.17], [-2.70, 2.02, 6.10], [-2.36, 3.09, 4.85], [-0.18, -1.45, 0.97], [0.06, -0.94, -0.46], [0.28, 0.58, -0.57], [-0.92, 1.41, -0.33], [-1.81, 2.07, -0.18], [0.70, -1.29, 1.59], [-0.38, -2.52, 1.07], [-0.97, -0.96, 1.54], [-0.80, -1.19, -1.09], [0.97, -1.38, -0.85], [0.61, 0.84, -1.57], [1.00, 0.93, 0.16], [0.54, -8.45, 0.81], [0.88, -8.03, -0.63], [0.05, -8.77, -1.71], [0.00, -10.24, -1.66], [-0.02, -11.38, -1.65], [1.18, -7.94, 1.52], [0.59, -9.52, 1.00], [-0.51, -8.24, 1.03], [1.93, -8.25, -0.83], [0.77, -6.95, -0.77], [0.49, -8.59, -2.69], [-0.93, -8.32, -1.87], [-4.69, 9.58, 2.55], [-4.52, 8.45, 1.55], [-4.41, 8.89, 0.09], [-5.61, 9.63, -0.34], [-6.57, 10.25, -0.67], [-3.68, 9.96, 2.72], [-5.13, 9.34, 3.52], [-5.32, 10.37, 2.14], [-5.36, 7.75, 1.61], [-3.66, 7.87, 1.89], [-4.09, 8.05, -0.53], [-3.61, 9.64, 0.06], [-5.06, -9.45, 7.06], [-4.14, -8.32, 6.47], [-4.09, -7.13, 7.38], [-3.60, -5.85, 6.74], [-3.27, -4.89, 6.28], [-4.81, -9.62, 8.11], [-4.93, -10.36, 6.47], [-6.05, -9.02, 6.97], [-4.57, -8.06, 5.50], [-3.15, -8.75, 6.26], [-3.38, -7.27, 8.19], [-5.07, -6.94, 7.81], [6.14, -3.67, 1.99], [6.40, -2.13, 1.92], [7.85, -1.69, 1.70], [8.38, -2.06, 0.40], [8.85, -2.39, -0.60], [5.09, -3.87, 2.21], [6.73, -4.14, 2.78], [6.30, -4.17, 1.03], [6.08, -1.68, 2.86], [5.74, -1.76, 1.13], [8.57, -2.06, 2.43], [7.86, -0.61, 1.84], [4.99, -4.49, -4.79], [4.21, -4.95, -6.00], [4.25, -3.95, -7.17], [3.50, -2.71, -6.89], [2.93, -1.73, -6.71], [4.56, -3.64, -4.26], [5.99, -4.22, -5.13], [5.12, -5.30, -4.07], [3.24, -5.26, -5.63], [4.71, -5.86, -6.35], [3.90, -4.42, -8.09], [5.26, -3.61, -7.37], [-4.70, -0.31, -5.36], [-3.50, 0.09, -6.30], [-3.10, -1.00, -7.36], [-2.65, -2.25, -6.74], [-2.33, -3.23, -6.22], [-5.65, -0.47, -5.87], [-4.86, 0.49, -4.64], [-4.48, -1.25, -4.86], [-2.62, 0.30, -5.70], [-3.76, 1.02, -6.81], [-2.29, -0.61, -7.98], [-3.91, -1.18, -8.06], [-8.77, 4.43, -1.87], [-9.59, 5.23, -2.92], [-9.10, 4.95, -4.38], [-7.74, 5.46, -4.71], [-6.67, 5.84, -5.02], [-9.21, 4.60, -0.88], [-7.74, 4.78, -1.89], [-8.74, 3.36, -2.04], [-9.60, 6.31, -2.75], [-10.64, 4.93, -2.89], [-9.71, 5.44, -5.14], [-9.03, 3.88, -4.61], [-5.83, -3.26, 0.09], [-5.59, -4.78, 0.15], [-5.57, -5.47, -1.21], [-6.87, -5.38, -1.89], [-7.94, -5.32, -2.36], [-4.98, -2.77, -0.38], [-5.86, -2.74, 1.05], [-6.67, -2.89, -0.50], [-6.38, -5.14, 0.81], [-4.65, -5.10, 0.60], [-5.20, -6.48, -1.04], [-4.75, -5.06, -1.80], [3.23, 7.08, 3.19], [4.22, 7.66, 2.15], [5.11, 6.57, 1.53], [5.96, 5.77, 2.47], [6.55, 5.13, 3.26], [3.78, 6.48, 3.92], [2.45, 6.44, 2.77], [2.75, 7.94, 3.65], [4.79, 8.49, 2.55], [3.64, 7.99, 1.28], [5.88, 6.92, 0.83], [4.44, 5.87, 1.03], [3.29, -5.24, 7.55], [4.26, -6.41, 7.64], [5.61, -6.16, 8.37], [6.45, -5.18, 7.69], [7.12, -4.38, 7.20], [3.37, -4.48, 8.32], [2.27, -5.63, 7.59], [3.39, -4.73, 6.60], [4.44, -6.80, 6.64], [3.77, -7.18, 8.23], [6.15, -7.11, 8.37], [5.37, -5.80, 9.37], [10.16, 3.37, -4.59], [9.40, 2.92, -5.86], [8.26, 1.90, -5.74], [7.33, 2.13, -4.58], [6.60, 2.38, -3.72], [10.84, 4.20, -4.80], [10.83, 2.62, -4.16], [9.50, 3.57, -3.75], [10.14, 2.63, -6.61], [8.90, 3.82, -6.21], [8.74, 0.93, -5.62], [7.62, 1.85, -6.63], [2.62, 7.70, -4.49], [1.41, 6.76, -4.25], [0.17, 7.19, -4.91], [-0.15, 8.61, -4.71], [-0.43, 9.70, -4.53], [3.55, 7.30, -4.08], [2.50, 8.77, -4.29], [2.81, 7.71, -5.56], [1.33, 6.65, -3.17], [1.67, 5.74, -4.54], [-0.72, 6.64, -4.60], [0.17, 7.09, -6.00]],
  "mulliken_charge": [-1.15, -0.31, -0.52, 0.22, -0.41, 0.34, 0.31, 0.35, 0.31, 0.24, 0.31, 0.31, -1.17, -0.27, -0.41, 0.14, -0.39, 0.33, 0.31, 0.33, 0.30, 0.25, 0.29, 0.28, -1.16, -0.33, -0.46, 0.25, -0.40, 0.32, 0.35, 0.31, 0.26, 0.30, 0.27, 0.29, -1.10, -0.47, -0.35, 0.25, -0.45, 0.29, 0.32, 0.33, 0.32, 0.32, 0.31, 0.22, -1.14, -0.38, -0.36, 0.08, -0.36, 0.31, 0.33, 0.33, 0.30, 0.33, 0.26, 0.30, -1.10, -0.46, -0.36, 0.23, -0.43, 0.31, 0.31, 0.33, 0.31, 0.29, 0.28, 0.28, -1.16, -0.36, -0.40, 0.21, -0.43, 0.33, 0.31, 0.33, 0.31, 0.29, 0.31, 0.25, -1.08, -0.46, -0.40, 0.24, -0.43, 0.31, 0.31, 0.32, 0.29, 0.32, 0.28, 0.29, -1.07, -0.37, -0.43, 0.19, -0.45, 0.31, 0.33, 0.32, 0.31, 0.29, 0.29, 0.29, -1.14, -0.44, -0.40, 0.29, -0.42, 0.29, 0.34, 0.35, 0.29, 0.30, 0.27, 0.27, -1.06, -0.35, -0.46, 0.21, -0.45, 0.35, 0.31, 0.29, 0.33, 0.26, 0.31, 0.26, -1.06, -0.42, -0.42, 0.24, -0.41, 0.32, 0.32, 0.27, 0.33, 0.28, 0.26, 0.28, -1.15, -0.38, -0.32, 0.18, -0.42, 0.32, 0.32, 0.34, 0.31, 0.25, 0.26, 0.29, -1.19, -0.35, -0.35, 0.19, -0.42, 0.33, 0.37, 0.31, 0.28, 0.29, 0.31, 0.24]
}

Here are the calculated largest force on an atom numbers, same order: 3.71 5.34 (eV Å⁻¹).
Here are the calculated frontier orbital gap numbers, same order: 10.576 10.988 (eV).
Here are the calculated calculated total energy numbers, same order: -5344.59118 -2958.94696 (hartree).